*one*
{"formula": "H38O19", "method": "ωB97M-V/def2-TZVPD", "e_lumo_ev": -0.63, "total_charge": 0, "orbital_gap_ha": 0.3287, "species": ["O", "H", "H", "O", "H", "H", "O", "H", "H", "O", "H", "H", "O", "H", "H", "O", "H", "H", "O", "H", "H", "O", "H", "H", "O", "H", "H", "O", "H", "H", "O", "H", "H", "O", "H", "H", "O", "H", "H", "O", "H", "H", "O", "H", "H", "O", "H", "H", "O", "H", "H", "O", "H", "H", "O", "H", "H"], "positions_angstrom": [[-13.515, 21.933, -20.578], [-12.839, 22.609, -20.555], [-13.049, 21.135, -20.829], [-9.306, 27.115, -21.546], [-9.941, 26.664, -22.103], [-8.866, 26.413, -21.067], [-10.302, 23.650, -15.868], [-9.486, 23.326, -15.488], [-10.572, 24.362, -15.287], [-10.977, 19.658, -19.784], [-10.310, 20.185, -19.344], [-10.510, 18.877, -20.079], [-12.308, 21.554, -14.204], [-13.168, 21.486, -13.789], [-12.432, 22.188, -14.910], [-8.800, 20.985, -18.331], [-8.179, 20.413, -18.782], [-8.402, 21.144, -17.475], [-10.215, 19.835, -14.070], [-9.843, 19.647, -14.931], [-10.893, 20.490, -14.239], [-11.492, 23.728, -20.809], [-11.111, 23.538, -19.952], [-10.749, 23.710, -21.412], [-9.633, 23.849, -18.609], [-10.043, 23.906, -17.746], [-8.983, 23.152, -18.520], [-10.295, 25.525, -13.794], [-11.071, 25.598, -13.240], [-9.873, 26.382, -13.731], [-7.313, 20.174, -15.758], [-7.877, 19.473, -16.082], [-6.532, 19.724, -15.434], [-8.605, 20.476, -23.228], [-9.143, 19.783, -22.846], [-8.149, 20.865, -22.481], [-9.426, 23.688, -22.625], [-9.077, 22.931, -23.094], [-9.338, 24.414, -23.243], [-9.570, 23.553, -12.321], [-9.963, 24.272, -12.816], [-8.717, 23.417, -12.733], [-13.392, 23.697, -16.038], [-13.741, 24.303, -15.384], [-12.534, 24.057, -16.264], [-6.798, 21.417, -21.334], [-6.091, 21.094, -21.892], [-6.766, 22.368, -21.431], [-7.642, 19.158, -20.116], [-6.871, 18.792, -19.682], [-7.307, 19.907, -20.608], [-7.789, 22.745, -15.203], [-7.196, 22.975, -14.488], [-7.709, 21.795, -15.286], [-12.127, 26.361, -20.099], [-11.712, 26.157, -19.261], [-11.976, 25.584, -20.637]], "nbo_charge": [-0.972, 0.485, 0.466, -0.930, 0.464, 0.468, -1.010, 0.508, 0.485, -0.955, 0.487, 0.461, -0.968, 0.478, 0.502, -0.981, 0.489, 0.480, -0.958, 0.438, 0.501, -0.998, 0.502, 0.500, -0.992, 0.500, 0.484, -0.945, 0.489, 0.500, -0.961, 0.491, 0.495, -0.968, 0.480, 0.471, -0.960, 0.495, 0.482, -0.952, 0.465, 0.453, -0.934, 0.465, 0.478, -0.963, 0.492, 0.509, -0.960, 0.472, 0.490, -0.976, 0.474, 0.500, -0.961, 0.458, 0.489]}


*two*
{"formula": "H38O19", "method": "ωB97M-V/def2-TZVPD", "e_lumo_ev": -0.53, "total_charge": 0, "orbital_gap_ha": 0.3356, "species": ["O", "H", "H", "O", "H", "H", "O", "H", "H", "O", "H", "H", "O", "H", "H", "O", "H", "H", "O", "H", "H", "O", "H", "H", "O", "H", "H", "O", "H", "H", "O", "H", "H", "O", "H", "H", "O", "H", "H", "O", "H", "H", "O", "H", "H", "O", "H", "H", "O", "H", "H", "O", "H", "H", "O", "H", "H"], "positions_angstrom": [[0.215, 3.181, 0.475], [0.369, 3.372, 1.400], [0.336, 2.234, 0.402], [-3.706, -0.395, 2.757], [-4.441, -0.651, 2.200], [-3.893, 0.511, 3.000], [1.004, 1.695, 2.998], [0.703, 0.950, 3.519], [1.650, 1.323, 2.398], [-0.098, 0.191, -0.035], [0.287, -0.681, 0.055], [-1.041, 0.046, 0.034], [0.146, -5.620, 0.584], [-0.373, -6.286, 0.134], [0.576, -6.091, 1.297], [0.752, -2.732, -0.534], [-0.122, -2.831, -0.913], [0.951, -3.591, -0.164], [-1.511, 3.732, -2.529], [-1.234, 3.229, -3.294], [-0.754, 3.715, -1.943], [-2.881, 0.413, -1.282], [-3.205, 0.316, -2.178], [-2.530, 1.303, -1.249], [1.203, 2.734, -3.675], [0.792, 1.939, -4.016], [1.783, 2.424, -2.980], [-1.820, -2.310, -1.290], [-2.416, -2.934, -1.705], [-2.382, -1.582, -1.025], [0.505, -1.239, 2.645], [-0.164, -1.333, 3.323], [0.221, -0.483, 2.130], [-5.485, -0.009, -0.256], [-5.753, 0.766, 0.239], [-4.663, 0.246, -0.674], [4.506, 1.567, 0.923], [4.622, 1.954, 0.056], [5.240, 0.960, 1.015], [2.339, 4.380, -0.761], [1.456, 4.489, -0.409], [2.355, 3.484, -1.097], [-1.790, -1.403, 4.498], [-1.683, -2.346, 4.378], [-2.577, -1.185, 3.999], [2.918, -2.601, 2.999], [2.014, -2.343, 2.822], [3.275, -2.831, 2.141], [3.471, -0.921, -1.804], [3.232, -0.936, -2.731], [3.810, -1.799, -1.629], [-0.843, 0.406, -3.574], [-1.627, -0.142, -3.617], [-0.172, -0.164, -3.197], [2.176, 1.678, -1.352], [1.458, 1.211, -0.925], [2.803, 0.993, -1.583]], "nbo_charge": [-0.975, 0.494, 0.482, -0.962, 0.494, 0.482, -0.959, 0.478, 0.481, -0.996, 0.513, 0.490, -0.950, 0.474, 0.479, -0.991, 0.492, 0.489, -0.965, 0.479, 0.487, -0.981, 0.483, 0.520, -0.967, 0.462, 0.485, -0.968, 0.479, 0.498, -0.988, 0.496, 0.483, -0.965, 0.466, 0.483, -0.936, 0.473, 0.464, -0.976, 0.479, 0.477, -0.967, 0.468, 0.499, -0.959, 0.492, 0.455, -0.953, 0.472, 0.487, -0.946, 0.465, 0.481, -0.980, 0.500, 0.500]}


Quick one: most stable of them? *two*


*one*
{"formula": "H38O19", "method": "ωB97M-V/def2-TZVPD", "e_lumo_ev": 0.12, "total_charge": 0, "orbital_gap_ha": 0.3869, "species": ["O", "H", "H", "O", "H", "H", "O", "H", "H", "O", "H", "H", "O", "H", "H", "O", "H", "H", "O", "H", "H", "O", "H", "H", "O", "H", "H", "O", "H", "H", "O", "H", "H", "O", "H", "H", "O", "H", "H", "O", "H", "H", "O", "H", "H", "O", "H", "H", "O", "H", "H", "O", "H", "H", "O", "H", "H"], "positions_angstrom": [[-2.578, 3.374, 1.489], [-3.030, 2.882, 2.140], [-2.460, 2.610, 0.839], [-3.116, -0.084, -2.032], [-2.268, 0.128, -1.531], [-3.599, 0.757, -2.153], [-0.231, 0.247, 2.675], [-0.115, 1.214, 2.581], [-1.129, 0.070, 2.877], [0.984, 0.981, -3.271], [1.001, 1.785, -2.913], [1.682, 0.384, -2.716], [-1.079, -2.382, 0.183], [-0.642, -2.906, 0.794], [-0.681, -2.810, -0.667], [-1.920, 1.469, -0.207], [-1.109, 0.939, -0.088], [-1.656, 2.377, -0.505], [2.229, -1.190, 2.250], [2.789, -0.466, 1.808], [1.806, -0.879, 3.108], [0.178, -0.097, 0.045], [-0.215, -0.951, -0.073], [0.204, -0.087, 1.136], [2.215, 3.045, 0.634], [2.605, 2.218, 0.704], [1.446, 3.156, 1.149], [2.640, -3.055, -1.076], [2.476, -3.152, -0.144], [1.743, -2.988, -1.469], [1.103, -3.390, 1.518], [1.788, -3.997, 1.760], [1.557, -2.642, 1.804], [0.037, 2.825, 2.239], [0.576, 3.257, 3.054], [-0.722, 3.463, 1.949], [2.486, -0.315, -1.363], [2.769, -1.299, -1.354], [1.540, -0.247, -0.761], [3.359, 0.722, 0.748], [3.057, 0.188, -0.113], [4.254, 1.126, 0.728], [-3.558, -1.489, 0.158], [-2.747, -2.043, 0.170], [-3.480, -1.037, -0.721], [-2.785, -0.275, 2.576], [-3.204, -0.620, 1.692], [-2.956, -0.978, 3.190], [-1.337, -1.110, -3.746], [-0.786, -0.310, -3.594], [-2.301, -0.938, -3.357], [0.113, -2.560, -2.158], [0.070, -3.440, -2.716], [-0.583, -2.031, -2.637], [0.887, 3.308, -1.628], [1.270, 3.800, -2.234], [1.420, 3.445, -0.770]], "nbo_charge": [-0.982, 0.477, 0.487, -0.980, 0.521, 0.507, -0.998, 0.504, 0.507, -1.017, 0.473, 0.509, -0.998, 0.505, 0.512, -0.999, 0.517, 0.493, -1.039, 0.526, 0.506, -1.028, 0.502, 0.536, -0.987, 0.495, 0.488, -0.967, 0.482, 0.500, -0.983, 0.470, 0.497, -1.013, 0.501, 0.542, -1.034, 0.524, 0.528, -1.045, 0.517, 0.498, -1.016, 0.496, 0.491, -1.008, 0.529, 0.470, -1.005, 0.518, 0.517, -1.016, 0.493, 0.520, -0.999, 0.452, 0.503]}


*two*
{"formula": "H38O19", "method": "ωB97M-V/def2-TZVPD", "e_lumo_ev": -0.10, "total_charge": 0, "orbital_gap_ha": 0.3653, "species": ["O", "H", "H", "O", "H", "H", "O", "H", "H", "O", "H", "H", "O", "H", "H", "O", "H", "H", "O", "H", "H", "O", "H", "H", "O", "H", "H", "O", "H", "H", "O", "H", "H", "O", "H", "H", "O", "H", "H", "O", "H", "H", "O", "H", "H", "O", "H", "H", "O", "H", "H", "O", "H", "H", "O", "H", "H"], "positions_angstrom": [[0.011, -3.158, 2.862], [0.507, -2.406, 2.871], [0.384, -3.966, 2.917], [-0.973, 3.750, 3.253], [-0.506, 4.122, 2.703], [-1.083, 2.945, 2.872], [-3.387, -3.196, -0.596], [-3.111, -2.457, -0.149], [-3.453, -3.783, 0.106], [-4.277, 0.391, 0.589], [-4.290, -0.151, -0.217], [-4.968, 0.248, 1.196], [0.417, 3.885, 0.167], [0.375, 4.710, -0.389], [1.102, 3.231, -0.247], [2.952, -2.258, 0.351], [2.254, -2.050, -0.288], [2.659, -2.034, 1.284], [2.141, 1.766, -1.218], [2.846, 2.459, -1.061], [2.368, 0.847, -1.033], [3.792, 2.609, 0.628], [2.961, 2.329, 1.039], [4.176, 2.449, 1.483], [-2.749, 2.120, -1.731], [-3.144, 1.374, -1.312], [-3.345, 2.769, -1.902], [1.492, 2.648, 2.846], [2.143, 2.491, 3.474], [0.720, 2.788, 3.351], [2.991, -0.622, 2.281], [2.362, -1.329, 2.501], [3.807, -0.887, 2.078], [2.929, 0.082, -3.286], [2.978, -0.137, -4.296], [3.856, 0.211, -3.089], [-1.447, -3.230, -3.662], [-2.171, -3.130, -2.996], [-0.701, -2.565, -3.483], [-1.042, 1.716, 1.705], [-0.220, 2.110, 1.396], [-1.753, 1.615, 1.134], [0.680, -1.030, -4.008], [1.550, -0.651, -3.737], [0.310, -1.412, -3.140], [-1.715, -0.602, -3.156], [-1.826, 0.316, -3.287], [-1.667, -1.066, -4.196], [-2.787, -1.065, 1.879], [-1.911, -0.570, 1.931], [-3.323, -0.468, 2.424], [0.974, -3.621, 0.740], [0.358, -4.257, 0.428], [0.492, -2.707, 0.776], [0.065, -0.426, 0.067], [-0.508, -1.081, -0.252], [-0.299, 0.332, -0.601]], "nbo_charge": [-0.936, 0.457, 0.483, -0.917, 0.441, 0.468, -0.934, 0.468, 0.467, -0.968, 0.487, 0.483, -1.000, 0.485, 0.504, -0.946, 0.478, 0.439, -1.002, 0.509, 0.502, -0.955, 0.488, 0.469, -0.947, 0.475, 0.473, -0.968, 0.467, 0.483, -0.903, 0.453, 0.479, -0.947, 0.481, 0.493, -0.960, 0.494, 0.467, -0.988, 0.519, 0.495, -0.966, 0.486, 0.456, -1.004, 0.483, 0.515, -0.960, 0.489, 0.468, -0.947, 0.472, 0.471, -0.957, 0.459, 0.498]}


Quick one: most stable of them? *one*


*one*
{"formula": "C9H13N3", "method": "ωB97M-V/def2-TZVPD", "e_lumo_ev": 0.22, "total_charge": 0, "smiles": "CNN/N=c1/cccccc1C", "orbital_gap_ha": 0.2789, "species": ["C", "N", "N", "N", "C", "C", "C", "C", "C", "C", "C", "C", "H", "H", "H", "H", "H", "H", "H", "H", "H", "H", "H", "H", "H"], "positions_angstrom": [[2.239, 3.516, 0.870], [0.955, 2.841, 0.853], [1.000, 1.492, 0.380], [-0.145, 0.911, 0.805], [-0.543, -0.261, 0.442], [-1.894, -0.677, 0.894], [-2.914, -1.403, 0.518], [-2.825, -2.267, -0.612], [-1.720, -2.492, -1.360], [-0.393, -2.134, -1.196], [0.205, -1.229, -0.406], [1.709, -1.043, -0.324], [2.965, 2.736, 1.204], [2.805, 3.788, -0.181], [2.321, 4.524, 1.427], [0.209, 3.212, 0.223], [1.249, 1.410, -0.592], [-2.058, -0.150, 1.878], [-3.880, -1.637, 0.996], [-3.941, -2.477, -0.907], [-2.037, -3.141, -2.171], [0.287, -2.686, -1.874], [2.017, -0.435, -1.200], [2.255, -1.933, -0.265], [2.135, -0.466, 0.596]], "nbo_charge": [-0.438, -0.447, -0.316, -0.251, 0.134, -0.165, -0.239, -0.173, -0.240, -0.221, -0.001, -0.659, 0.213, 0.142, 0.221, 0.341, 0.336, 0.219, 0.220, 0.204, 0.217, 0.212, 0.211, 0.224, 0.253]}


*two*
{"formula": "C9H13N3", "method": "ωB97M-V/def2-TZVPD", "e_lumo_ev": [0.40, 0.40], "total_charge": 0, "smiles": "C=C=C1CC(C(C)C)=NC(N)=N1", "orbital_gap_ha": [0.2900, 0.2901], "species": ["C", "C", "C", "C", "C", "C", "C", "C", "N", "C", "N", "N", "H", "H", "H", "H", "H", "H", "H", "H", "H", "H", "H", "H", "H"], "positions_angstrom": [[-3.932, -2.392, 0.129], [-3.143, -1.329, 0.137], [-2.235, -0.326, 0.053], [-0.782, -0.630, 0.377], [0.126, 0.548, 0.208], [1.603, 0.640, 0.118], [2.013, 0.379, -1.383], [2.393, -0.251, 1.155], [-0.436, 1.704, 0.038], [-1.840, 1.900, -0.110], [-2.337, 3.196, -0.194], [-2.740, 0.952, -0.091], [-4.010, -2.906, -0.818], [-4.495, -2.792, 0.899], [-0.725, -1.034, 1.334], [-0.547, -1.536, -0.290], [1.707, 1.757, 0.330], [1.201, 0.726, -1.964], [2.057, -0.637, -1.460], [2.920, 0.982, -1.733], [1.787, -1.223, 1.222], [2.531, 0.062, 2.284], [3.441, -0.304, 0.835], [-3.243, 3.380, -0.663], [-1.652, 3.847, -0.301]], "nbo_charge": [-0.472, 0.073, 0.063, -0.531, 0.401, -0.281, -0.587, -0.629, -0.530, 0.550, -0.789, -0.503, 0.204, 0.208, 0.247, 0.246, 0.246, 0.215, 0.202, 0.224, 0.208, 0.224, 0.223, 0.409, 0.380]}


Quick one: most stable of them? *two*


*one*
{"formula": "C4H13N2O", "method": "ωB97M-V/def2-TZVPD", "e_lumo_ev": [0.71, 0.51], "spin_multiplicity": 2, "total_charge": 0, "s2": 0.751, "orbital_gap_ha": [0.1492, 0.3893], "species": ["N", "C", "O", "H", "H", "H", "H", "H", "C", "C", "C", "N", "H", "H", "H", "H", "H", "H", "H", "H"], "positions_angstrom": [[-1.733, 1.766, -2.596], [-1.497, 0.377, -2.816], [-0.889, -0.333, -1.688], [-2.385, 1.888, -1.827], [-0.880, 2.246, -2.328], [-2.443, -0.131, -2.962], [-0.840, 0.247, -3.671], [0.067, -0.239, -1.805], [2.476, -1.414, 2.194], [1.326, -0.892, 1.386], [0.397, -0.110, 1.900], [-0.695, 0.447, 1.094], [2.509, -0.958, 3.183], [2.424, -2.498, 2.292], [3.420, -1.203, 1.690], [1.291, -1.196, 0.350], [0.395, 0.228, 2.921], [-0.622, 0.149, 0.103], [-1.615, 0.104, 1.456], [-0.705, 1.521, 1.122]], "mulliken_spin": [0.110, 0.122, 0.034, -0.058, -0.071, -0.007, 0.006, -0.015, 0.047, 0.849, 0.093, 0.975, -0.016, -0.005, -0.011, 0.126, 0.060, 0.030, -0.577, -0.692]}


*two*
{"formula": "C4H13N2O", "method": "ωB97M-V/def2-TZVPD", "e_lumo_ev": [0.80, 0.52], "spin_multiplicity": 2, "total_charge": 0, "s2": 0.757, "orbital_gap_ha": [0.1689, 0.2968], "species": ["C", "C", "C", "C", "N", "N", "H", "H", "H", "H", "H", "H", "H", "H", "H", "H", "H", "H", "H", "O"], "positions_angstrom": [[0.134, 3.276, 0.251], [-0.188, 2.053, -0.671], [-0.698, 0.910, 0.250], [-0.032, -0.341, 0.474], [-0.864, -1.432, 1.028], [-1.855, 1.088, 1.148], [0.377, 2.886, 1.266], [-0.673, 4.056, 0.346], [1.178, 3.676, -0.225], [0.759, 1.823, -1.083], [-0.993, 2.285, -1.346], [0.653, -0.608, -0.352], [-1.851, -1.357, 0.809], [-0.458, -2.301, 0.581], [-0.876, -1.569, 2.060], [-2.585, 1.567, 0.433], [-1.790, 1.715, 1.984], [3.146, -5.261, -2.531], [3.709, -4.131, -1.693], [2.892, -4.470, -2.162]], "mulliken_spin": [0.021, -0.059, 0.637, 0.346, 0.086, 0.035, 0.005, 0.001, -0.002, -0.001, 0.022, 0.086, 0.021, -0.090, -0.134, 0.008, 0.018, 0.000, 0.000, 0.001]}


Quick one: most stable of them? *one*